No. 1
{
  "formula": "C6H13NO3",
  "method": "ωB97M-V with the def2-TZVPD basis set",
  "lumo_ha": 0.022,
  "e_tot_ha": -516.81687,
  "homo_ev": -9.58,
  "relative_energy_kcal_mol": 76.7,
  "charge": 0,
  "symbols": ["C", "C", "C", "O", "C", "O", "C", "C", "N", "H", "H", "H", "H", "H", "H", "H", "H", "H", "H", "H", "O", "H", "H"],
  "coordinates": [[1.1809, -3.6575, 1.2782], [1.2184, -2.4199, 0.3906], [0.2162, -1.3464, 0.8031], [0.4440, -0.8886, 2.1234], [0.2009, -0.1645, -0.1863], [-0.0920, -0.5942, -1.5003], [-0.7702, 0.9307, 0.2691], [-0.9007, 1.9694, -0.8056], [-0.2907, 3.1392, -0.8121], [0.1711, -4.0939, 1.2967], [1.8731, -4.4245, 0.9047], [1.4659, -3.4174, 2.3120], [2.2281, -1.9735, 0.3990], [1.0137, -2.7003, -0.6517], [-0.7968, -1.7845, 0.8213], [1.3553, -0.5882, 2.2021], [1.2204, 0.2515, -0.2360], [-0.9988, -0.9157, -1.5415], [-1.7598, 0.4907, 0.4561], [-0.3867, 1.3865, 1.1909], [-2.0186, 2.1807, -1.4250], [0.5989, 3.1193, -0.3241], [-1.4928, 3.4477, -1.5537]]
}

No. 2
{
  "formula": "C6H13NO4",
  "method": "ωB97M-V with the def2-TZVPD basis set",
  "lumo_ha": 0.012,
  "e_tot_ha": -592.03817,
  "homo_ev": -10.08,
  "smiles": "CC(C)(C)[C@H](C=O)[N+](=O)[O-].O",
  "relative_energy_kcal_mol": 60.4,
  "charge": 0,
  "symbols": ["C", "C", "C", "C", "C", "C", "O", "N", "O", "O", "H", "H", "H", "H", "H", "H", "H", "H", "H", "H", "H", "O", "H", "H"],
  "coordinates": [[1.8426, 1.0060, -0.7498], [1.0618, -0.0781, -0.0044], [1.4519, -1.4587, -0.5403], [1.3469, 0.0020, 1.4950], [-0.4570, 0.1614, -0.2860], [-0.9610, 1.3814, 0.4567], [-0.7866, 2.5044, 0.0872], [-1.2525, -1.0101, 0.1053], [-1.4354, -1.1968, 1.2841], [-1.6627, -1.7180, -0.7818], [2.9016, 0.9187, -0.5226], [1.7139, 0.9047, -1.8251], [1.5085, 1.9979, -0.4545], [2.5318, -1.5693, -0.5081], [1.1265, -1.5866, -1.5696], [1.0156, -2.2529, 0.0602], [0.6956, -0.6633, 2.0552], [2.3749, -0.2900, 1.6892], [1.2064, 1.0142, 1.8605], [-0.5951, 0.2968, -1.3656], [-1.4950, 1.1343, 1.3897], [-3.7505, 0.3395, -0.4568], [-4.2390, 0.6618, -1.2172], [-4.1432, -0.4991, -0.2016]]
}

No. 3
{
  "formula": "C6H13NO4",
  "method": "ωB97M-V with the def2-TZVPD basis set",
  "lumo_ha": 0.019,
  "e_tot_ha": -592.08413,
  "homo_ev": -9.43,
  "smiles": "OC[C@@H]1N[C@@H](O)C[C@@H](O)[C@H]1O",
  "relative_energy_kcal_mol": 31.6,
  "charge": 0,
  "symbols": ["O", "C", "C", "N", "C", "O", "C", "C", "O", "C", "O", "H", "H", "H", "H", "H", "H", "H", "H", "H", "H", "H", "H", "H"],
  "coordinates": [[-3.1197, -0.7934, -0.4982], [-2.4294, 0.3103, 0.0409], [-0.9813, 0.2006, -0.3118], [-0.6032, -1.2620, 0.1410], [0.8226, -1.5959, 0.2129], [1.5316, -1.7379, -1.0327], [1.6056, -0.5345, 0.9490], [1.4318, 0.8377, 0.3049], [1.8581, 0.8773, -1.0112], [-0.0314, 1.1801, 0.3134], [-0.3385, 2.4539, -0.2260], [-2.8729, -1.5708, 0.1971], [-2.9681, 1.2399, -0.3985], [-2.5712, 0.3856, 1.1041], [-0.7756, 0.2779, -1.4477], [-1.1319, -1.8825, -0.4173], [0.7967, -2.5373, 0.6954], [1.4602, -0.8670, -1.5423], [1.3182, -0.4652, 2.0280], [2.6410, -0.8645, 0.9811], [1.9502, 1.7316, 0.8551], [2.7854, 1.1518, -1.0891], [-0.2086, 1.1929, 1.3637], [-0.1694, 2.2714, -1.2116]]
}

No. 4
{
  "formula": "C6H13NSSi",
  "method": "ωB97M-V with the def2-TZVPD basis set",
  "lumo_ha": -0.038,
  "e_tot_ha": -978.76608,
  "homo_ev": -7.99,
  "relative_energy_kcal_mol": 40.1,
  "charge": 0,
  "symbols": ["C", "C", "C", "C", "C", "C", "N", "Si", "S", "H", "H", "H", "H", "H", "H", "H", "H", "H", "H", "H", "H", "H"],
  "coordinates": [[3.1804, -0.9468, -0.3937], [-0.0362, 2.4934, -0.9958], [-1.9737, -2.0438, -0.2629], [-0.3358, 0.9625, 1.9810], [0.2895, 0.9873, -1.2476], [-0.4908, -1.9483, 0.3600], [3.0696, -1.0084, -1.5513], [-0.0095, -0.0240, 0.3537], [3.0783, -0.7904, 1.2649], [0.1427, 3.1245, -1.9036], [-0.9241, 2.7111, -0.5406], [0.8197, 2.9250, -0.3048], [-2.2042, -1.1951, -0.9697], [-2.1239, -3.1002, -0.6900], [-2.5411, -1.9143, 0.5963], [-1.0873, 0.4616, 2.6023], [0.5296, 0.9143, 2.5901], [-0.4409, 1.9490, 1.6563], [1.3915, 0.9380, -1.5265], [-0.1797, 0.5790, -2.0956], [0.2606, -2.6297, -0.2791], [-0.4148, -2.4448, 1.3568]]
}

No. 5
{
  "formula": "C6H13O",
  "method": "ωB97M-V with the def2-TZVPD basis set",
  "lumo_ha": 0.134,
  "e_tot_ha": -311.62704,
  "homo_ev": -2.13,
  "smiles": "CC[C@H](C)CC[O-]",
  "relative_energy_kcal_mol": 3.2,
  "charge": -1,
  "symbols": ["C", "C", "C", "C", "C", "C", "O", "H", "H", "H", "H", "H", "H", "H", "H", "H", "H", "H", "H", "H"],
  "coordinates": [[-0.7316, -0.5723, -2.4063], [-0.8429, -0.8590, -0.8936], [-0.0252, 0.1622, -0.0415], [1.4499, -0.0437, -0.3277], [-0.3618, 0.0002, 1.4301], [0.1664, 1.1751, 2.3532], [-0.4105, 1.2847, 3.5305], [0.2996, -0.5783, -2.7554], [-1.1193, 0.4333, -2.5849], [-1.3017, -1.2850, -3.0046], [-1.8992, -0.8136, -0.6319], [-0.4973, -1.8635, -0.6343], [-0.3046, 1.1473, -0.4317], [1.7814, 0.2346, -1.3187], [2.1033, 0.5098, 0.3615], [1.7309, -1.0744, -0.0828], [0.0881, -0.9143, 1.8415], [-1.4405, -0.0886, 1.5807], [0.0298, 2.0992, 1.6709], [1.2853, 1.0464, 2.3448]]
}